[1]
{
  "formula": "C2H3NOS",
  "method": "ωB97M-V/def2-TZVPD",
  "elements": ["C", "N", "O", "C", "S", "H", "H", "H"],
  "coordinates": [[0.8281, 0.3095, -0.9394], [-0.1831, -0.1442, -1.4659], [-0.9898, -0.7857, -0.3189], [-0.5626, -0.0553, 0.8421], [1.1073, 0.0970, 0.7807], [1.5628, 0.6139, -1.4770], [-0.8002, -0.8887, 1.5294], [-0.9624, 0.8534, 1.0491]],
  "homo_energy_ha": -0.347,
  "relative_energy_kcal_mol": 72.9,
  "smiles": "C1=NOCS1",
  "spin_multiplicity": 1
}

---

[2]
{
  "formula": "C28H28I2P2PdSe",
  "method": "ωB97M-V/def2-TZVPD",
  "elements": ["Pd", "C", "C", "P", "C", "C", "C", "C", "C", "C", "C", "C", "C", "C", "C", "C", "C", "P", "C", "C", "C", "C", "C", "C", "C", "C", "C", "C", "C", "C", "H", "H", "H", "H", "H", "H", "H", "H", "H", "H", "H", "H", "H", "H", "H", "H", "H", "H", "H", "H", "H", "H", "H", "H", "H", "H", "I", "C", "I", "H", "H", "Se"],
  "coordinates": [[0.4105, -1.2358, 0.2977], [-1.4265, 1.2118, -2.1173], [-2.2263, 0.6915, -0.9202], [-1.8313, -0.9600, -0.1974], [-3.0708, -1.0008, 1.1312], [-4.3596, -1.4959, 0.9416], [-5.2797, -1.4522, 1.9777], [-4.9226, -0.9090, 3.2035], [-3.6408, -0.4168, 3.3970], [-2.7118, -0.4693, 2.3687], [-2.4727, -2.1856, -1.3865], [-2.4068, -3.5294, -1.0164], [-2.8470, -4.5238, -1.8725], [-3.3464, -4.1933, -3.1253], [-3.4244, -2.8624, -3.5016], [-3.0009, -1.8638, -2.6332], [0.0820, 1.3403, -1.8772], [0.9230, -0.2885, -2.0689], [1.3862, -0.3000, -3.8415], [0.4556, -0.8479, -4.7278], [0.6981, -0.8642, -6.0927], [1.8854, -0.3433, -6.5864], [2.8208, 0.1904, -5.7121], [2.5765, 0.2135, -4.3469], [2.5660, 0.0024, -1.3155], [2.9924, 1.2228, -0.7987], [4.2349, 1.3358, -0.1922], [5.0746, 0.2363, -0.1072], [4.6709, -0.9791, -0.6408], [3.4269, -1.0944, -1.2362], [-1.8322, 2.1935, -2.3751], [-1.5984, 0.5855, -2.9967], [-3.2969, 0.7118, -1.1480], [-2.0819, 1.3677, -0.0711], [-4.6457, -1.9182, -0.0135], [-6.2774, -1.8436, 1.8256], [-5.6425, -0.8773, 4.0112], [-3.3540, -0.0046, 4.3557], [-1.6947, -0.1286, 2.5313], [-2.0094, -3.7981, -0.0452], [-2.7908, -5.5602, -1.5649], [-3.6792, -4.9708, -3.8003], [-3.8275, -2.5936, -4.4700], [-3.1043, -0.8313, -2.9370], [0.2668, 1.6659, -0.8500], [0.5155, 2.0790, -2.5551], [-0.4609, -1.2812, -4.3377], [-0.0338, -1.2926, -6.7655], [2.0865, -0.3606, -7.6497], [3.7518, 0.5906, -6.0930], [3.3188, 0.6256, -3.6754], [2.3537, 2.0946, -0.8446], [4.5441, 2.2866, 0.2225], [6.0389, 0.3248, 0.3758], [5.3208, -1.8429, -0.5810], [3.1124, -2.0494, -1.6431], [1.0662, -4.0450, 0.5022], [1.6875, -5.0715, -1.2563], [1.1114, -4.1328, -3.0698], [1.2566, -6.0644, -1.2389], [2.7687, -5.1267, -1.2443], [1.0841, -0.2608, 2.3671]],
  "homo_energy_ha": [-0.242, -0.253],
  "spin_multiplicity": 3
}

---

[3]
{
  "formula": "C36H22LuN10O3",
  "method": "ωB97M-V/def2-TZVPD",
  "elements": ["Lu", "C", "C", "C", "C", "C", "N", "C", "C", "C", "C", "C", "C", "C", "C", "N", "C", "N", "C", "N", "C", "N", "C", "N", "C", "N", "C", "C", "C", "C", "C", "C", "C", "C", "C", "C", "C", "C", "C", "C", "N", "H", "H", "H", "H", "H", "H", "H", "H", "H", "H", "H", "H", "H", "H", "H", "H", "N", "C", "C", "O", "N", "C", "C", "O", "O", "H", "H", "H", "H", "H", "H"],
  "coordinates": [[0.6389, -0.2808, -0.1262], [1.7648, -4.2610, 5.4162], [0.9872, -5.2154, 4.8029], [0.3651, -4.9710, 3.5592], [0.4862, -3.7043, 3.0036], [-0.0138, -3.0699, 1.7619], [-0.6088, -3.6771, 0.7446], [-1.0441, -3.0967, -0.3961], [-1.6777, -3.8598, -1.4382], [-1.6463, -5.2210, -1.7263], [-2.1700, -5.6719, -2.9587], [-2.7633, -4.7997, -3.8554], [-2.7780, -3.4283, -3.5589], [-2.2337, -2.9323, -2.3446], [-1.9127, -1.6072, -1.7810], [-2.5097, -0.4609, -2.1729], [-2.2271, 0.7530, -1.6910], [-1.1874, 1.0485, -0.8383], [-1.3059, 2.3755, -0.4254], [-0.5241, 3.0580, 0.4449], [0.2918, 2.4458, 1.3060], [0.3164, 1.0865, 1.6200], [1.2532, 0.8852, 2.6241], [1.5276, -0.2522, 3.2782], [1.0792, -1.4706, 2.8951], [0.3864, -1.7502, 1.7491], [1.2147, -2.6786, 3.6891], [1.8322, -2.9528, 4.9056], [1.9371, 2.1590, 2.9008], [3.0695, 2.4445, 3.6235], [3.5608, 3.7636, 3.6115], [2.9105, 4.7673, 2.9294], [1.8027, 4.4747, 2.0954], [1.3436, 3.1514, 2.0499], [-2.4020, 2.9788, -1.1558], [-3.0367, 4.2123, -1.0010], [-4.1404, 4.5085, -1.7698], [-4.6266, 3.5631, -2.6758], [-4.0917, 2.2757, -2.7056], [-2.9705, 1.9562, -1.9548], [-1.0459, -1.7482, -0.7089], [2.2904, -4.4991, 6.3250], [0.8421, -6.2234, 5.2509], [-0.1500, -5.7559, 2.9920], [-1.1700, -5.9072, -1.0500], [-2.1539, -6.7612, -3.1497], [-3.1164, -5.1055, -4.8491], [-3.2359, -2.7550, -4.2552], [2.3441, -2.1852, 5.4830], [3.5427, 1.6244, 4.1746], [4.4466, 4.0241, 4.1559], [3.1374, 5.8008, 3.0583], [1.3269, 5.2066, 1.4696], [-2.7243, 4.9279, -0.2616], [-4.6228, 5.4625, -1.6899], [-5.4787, 3.8063, -3.2832], [-4.6311, 1.4924, -3.2693], [0.1526, 3.2300, -3.6341], [0.5146, 1.8612, -3.5430], [1.6907, 1.7995, -2.6112], [2.5239, 2.7341, -2.7547], [1.9248, 0.7238, -1.8157], [3.2934, 0.8003, -1.3368], [3.5894, -0.2091, -0.3174], [4.7580, -0.5688, -0.1485], [2.5323, -0.6649, 0.3450], [1.0045, 3.7854, -3.6816], [-0.4708, 3.4364, -4.4253], [-0.3395, 1.2504, -3.1838], [0.7801, 1.4023, -4.5313], [3.9989, 0.6547, -2.2022], [3.5487, 1.8148, -0.9868]],
  "charge": -1,
  "homo_energy_ha": [-0.153, -0.152],
  "spin_multiplicity": 1
}

---

[4]
{
  "formula": "C5H8ClF",
  "method": "ωB97M-V/def2-TZVPD",
  "elements": ["C", "C", "C", "C", "F", "C", "Cl", "H", "H", "H", "H", "H", "H", "H", "H"],
  "coordinates": [[-1.0801, 1.6421, 0.0716], [-0.3732, 0.3092, -0.0449], [0.9525, 0.3077, -0.3852], [1.9999, -0.7632, -0.3342], [1.4397, -2.0050, 0.1147], [-1.1401, -1.0044, 0.4495], [-2.7017, -1.3347, -0.3643], [-0.3509, 2.4111, 0.1193], [-1.8236, 1.6615, 0.8575], [-1.6330, 1.8152, -0.8495], [1.3760, 1.2595, -0.6662], [2.6114, -0.9943, -1.2134], [2.7696, -0.6012, 0.3742], [-1.4890, -0.7867, 1.4955], [-0.5576, -1.9168, 0.3755]],
  "homo_energy_ha": -0.349,
  "relative_energy_kcal_mol": 32.7,
  "smiles": "C/C(=C/CF)CCl",
  "spin_multiplicity": 1
}

---

[5]
{
  "formula": "C57H54N5O2TeTi",
  "method": "ωB97M-V/def2-TZVPD",
  "elements": ["Ti", "C", "C", "C", "C", "C", "C", "C", "N", "C", "N", "C", "C", "C", "C", "C", "C", "C", "N", "C", "C", "C", "C", "C", "C", "C", "H", "H", "H", "H", "H", "H", "H", "H", "H", "H", "H", "H", "H", "H", "H", "H", "H", "H", "H", "H", "H", "H", "C", "C", "C", "C", "C", "O", "C", "C", "C", "C", "C", "C", "C", "O", "C", "C", "C", "N", "C", "C", "Te", "C", "C", "C", "C", "C", "C", "C", "C", "C", "C", "C", "C", "H", "H", "H", "H", "H", "H", "H", "H", "H", "H", "H", "H", "H", "H", "H", "H", "H", "H", "H", "H", "H", "H", "H", "H", "C", "C", "C", "C", "C", "C", "N", "H", "H", "H", "H", "H", "H", "H", "H"],
  "coordinates": [[-0.4452, -0.6634, -0.1726], [-4.6807, 4.1752, -2.3961], [-4.4643, 4.2254, -0.9125], [-5.4637, 4.6742, -0.0540], [-5.2758, 4.7113, 1.3189], [-4.0668, 4.3096, 1.8674], [-3.0612, 3.8565, 1.0310], [-3.2681, 3.7991, -0.3413], [-2.1894, 3.3221, -1.1738], [-1.7289, 2.0241, -1.0941], [-0.3281, 1.8465, -1.1078], [0.3077, 2.0790, 0.1707], [0.2599, 0.9814, 1.0357], [0.8610, 1.1370, 2.2855], [1.4871, 2.3274, 2.6349], [1.5423, 3.3793, 1.7334], [0.9519, 3.2818, 0.4770], [1.0300, 4.4435, -0.4801], [-2.3913, 0.9380, -1.0142], [-3.8071, 0.8879, -0.9775], [-4.4768, 0.8865, 0.2414], [-5.8553, 0.7936, 0.2819], [-6.5742, 0.6804, -0.8987], [-5.9007, 0.6438, -2.1090], [-4.5135, 0.7357, -2.1731], [-3.8100, 0.6721, -3.5029], [-5.6215, 4.6554, -2.6626], [-4.7143, 3.1418, -2.7416], [-3.8733, 4.6730, -2.9346], [-6.4097, 4.9944, -0.4746], [-6.0752, 5.0594, 1.9610], [-3.9088, 4.3441, 2.9376], [-2.1098, 3.5204, 1.4329], [-1.4327, 3.9845, -1.2486], [0.1576, 2.2650, -1.8929], [0.8689, 0.3188, 2.9978], [1.9568, 2.4294, 3.6064], [2.0610, 4.2943, 1.9990], [1.8834, 5.0754, -0.2350], [0.1408, 5.0805, -0.4210], [1.1558, 4.1267, -1.5169], [-3.9014, 0.9660, 1.1513], [-6.3672, 0.8016, 1.2364], [-7.6541, 0.6028, -0.8753], [-6.4599, 0.5287, -3.0318], [-4.2844, -0.0663, -4.1505], [-2.7604, 0.4040, -3.3857], [-3.8441, 1.6318, -4.0259], [6.0387, -2.7973, -2.4812], [4.7063, -2.1929, -2.1267], [4.4772, -0.8237, -2.2750], [3.2300, -0.2748, -2.0474], [2.9701, 1.1882, -2.2530], [2.1510, 1.5922, -3.0492], [3.7395, 2.1478, -1.4019], [3.9730, 3.4384, -1.8717], [4.6278, 4.3589, -1.0725], [5.0263, 4.0039, 0.2105], [4.7774, 2.7267, 0.6902], [4.1461, 1.7932, -0.1179], [2.1710, -1.0879, -1.6019], [1.0081, -0.5464, -1.4055], [2.4189, -2.4433, -1.3110], [3.6743, -2.9766, -1.6413], [1.4475, -3.2312, -0.5437], [0.4861, -2.6935, 0.1391], [-0.2771, -3.5536, 1.0680], [-0.1550, -3.0111, 2.4882], [1.5485, -3.7887, 3.5506], [2.7392, -2.0469, 3.5468], [2.6479, -1.1295, 4.5894], [3.4960, -0.0300, 4.6316], [4.4511, 0.1484, 3.6416], [4.5475, -0.7638, 2.6012], [3.6906, -1.8522, 2.5485], [1.6235, -4.7202, -0.6095], [0.8267, -5.4184, -1.5123], [0.9507, -6.7939, -1.6364], [1.8747, -7.4799, -0.8612], [2.6767, -6.7850, 0.0322], [2.5565, -5.4081, 0.1567], [6.8394, -2.0617, -2.3994], [6.0417, -3.1726, -3.5072], [6.2825, -3.6338, -1.8255], [5.2914, -0.1787, -2.5901], [3.6351, 3.6985, -2.8674], [4.8261, 5.3570, -1.4425], [5.5274, 4.7293, 0.8392], [5.0671, 2.4632, 1.6995], [3.9273, 0.8008, 0.2535], [3.8619, -4.0302, -1.4829], [0.0654, -4.5859, 1.0250], [-1.3231, -3.5411, 0.7654], [-1.0402, -3.2506, 3.0723], [-0.0411, -1.9265, 2.4864], [1.9171, -1.2804, 5.3739], [3.4178, 0.6787, 5.4466], [5.1234, 0.9968, 3.6856], [5.2998, -0.6366, 1.8328], [3.7703, -2.5619, 1.7320], [0.1060, -4.8799, -2.1171], [0.3238, -7.3286, -2.3383], [1.9708, -8.5539, -0.9546], [3.3991, -7.3157, 0.6390], [3.1740, -4.8706, 0.8631], [-2.6341, -0.7190, 2.9217], [-2.9974, -1.4843, 1.6849], [-4.1054, -2.2626, 1.4329], [-4.0202, -2.6844, 0.0794], [-2.8573, -2.1514, -0.4242], [-2.2540, -2.3277, -1.7888], [-2.2219, -1.4201, 0.5556], [-3.5093, -0.2145, 3.3387], [-1.8866, 0.0434, 2.6920], [-2.2247, -1.3536, 3.7122], [-4.9097, -2.4594, 2.1262], [-4.7333, -3.2849, -0.4656], [-3.0462, -2.4608, -2.5265], [-1.5998, -3.2038, -1.8487], [-1.6759, -1.4608, -2.1499]],
  "homo_energy_ha": [-0.256, -0.256],
  "relative_energy_kcal_mol": 25.6,
  "spin_multiplicity": 2
}

---

[6]
{
  "formula": "C5H7NO",
  "method": "ωB97M-V/def2-TZVPD",
  "elements": ["C", "C", "N", "C", "C", "C", "O", "H", "H", "H", "H", "H", "H", "H"],
  "coordinates": [[1.2409, -0.5588, -1.1350], [0.3032, 0.4153, -0.4168], [0.1880, 1.7479, 0.2339], [0.1935, 0.5642, 1.0671], [-1.0527, -0.3432, 1.0608], [-1.0518, -0.1971, -0.4611], [-1.7438, -0.5198, -1.3897], [0.6918, -1.5248, -1.1613], [2.1408, -0.7625, -0.5565], [1.4545, -0.3441, -2.1800], [-0.7317, 2.2017, 0.1613], [1.0292, 0.5110, 1.7606], [-1.9790, -0.1236, 1.5773], [-0.6919, -1.3541, 1.3189]],
  "homo_energy_ha": -0.336,
  "relative_energy_kcal_mol": 70.5,
  "smiles": "C[C@]12N[C@H]1CC2=O",
  "spin_multiplicity": 1
}

---

[7]
{
  "formula": "C6H6O3",
  "method": "ωB97M-V/def2-TZVPD",
  "elements": ["C", "C", "O", "C", "C", "C", "O", "C", "O", "H", "H", "H", "H", "H", "H"],
  "coordinates": [[2.5438, -0.4678, 0.0153], [1.1072, -0.0238, 0.0431], [1.0436, 1.3153, 0.0626], [-0.1289, 1.9564, -0.0659], [-1.3692, 1.3688, -0.0127], [-1.3229, -0.0787, 0.0143], [-2.3349, -0.8151, 0.0978], [-0.0070, -0.7980, -0.0426], [0.0001, -2.0872, -0.0566], [3.0393, -0.0835, 0.8918], [2.5601, -1.5737, -0.0984], [3.0760, -0.0487, -0.7862], [-0.0374, 3.0696, -0.1279], [-2.3231, 1.8847, -0.2206], [-0.9238, -2.2943, -0.1979]],
  "homo_energy_ha": -0.319,
  "relative_energy_kcal_mol": 10.7,
  "smiles": "Cc1occc(=O)c1O",
  "spin_multiplicity": 1
}

---

[8]
{
  "formula": "C2H2AgFO",
  "method": "ωB97M-V/def2-TZVPD",
  "elements": ["O", "C", "C", "H", "F", "Ag", "H"],
  "coordinates": [[-0.3646, 0.0985, -1.3206], [0.5584, -0.1912, -0.6492], [1.2053, -0.3378, 0.5090], [1.8851, 0.4420, 0.8519], [1.4732, -1.5794, 0.9659], [-2.6503, 0.8360, -1.2133], [-2.1073, 0.7319, 0.8562]],
  "homo_energy_ha": [-0.292, -0.292],
  "relative_energy_kcal_mol": 74.0,
  "spin_multiplicity": 1
}